Entry 1:
C33H45N3P | ωB97M-V/def2-TZVPD

## Properties
molecular weight = 514.72 g mol⁻¹
energy above the lowest of the compared OMol25 structures with the same formula, charge and spin = 0.0 kJ/mol
orbital gap = 5.052 eV
charge = +1

CARTESIAN COORDINATES (ANGSTROEM)
C (-10.3075, 1.7142, -2.2624)
C (-8.1219, 1.8308, -1.1253)
H (-8.8692, 6.0059, 0.0411)
C (-9.9321, 7.8438, 0.5414)
C (-8.6856, 1.7106, 0.1686)
C (-10.9590, 3.2962, 2.7000)
H (-10.6218, 1.9293, -3.2958)
C (-7.3144, 3.3637, -3.4468)
H (-9.1463, 8.6633, -1.2819)
H (-10.3110, 6.2839, -0.9332)
H (-11.2817, 9.5283, 0.5663)
H (-7.3552, 6.4428, -1.9955)
H (-6.6662, 9.9532, 4.4379)
H (-8.9999, 8.3697, 6.8755)
H (-5.6370, 9.0269, 5.5612)
H (-13.4357, -1.0348, -0.1326)
H (-7.8667, 8.3147, -0.0951)
C (-6.3465, 8.9412, 4.7267)
C (-8.8936, 8.6812, -0.2131)
C (-9.3435, 2.7054, 0.8820)
C (-8.1409, 8.8648, 6.4089)
H (-5.6965, 2.5122, -4.5598)
H (-12.1241, 7.9612, 0.7651)
H (-12.7617, 1.2122, 4.7520)
C (-8.1321, 2.0980, -3.5300)
H (-8.4724, 0.7407, 0.6202)
C (-11.8572, -2.1573, -1.1042)
H (-6.4443, 6.7774, 6.5206)
C (-10.2742, 2.3244, 1.9164)
C (-11.8476, 2.8896, 3.7027)
H (-8.4201, 9.8941, 6.1508)
C (-7.0918, 6.7308, 5.6390)
P (-8.1741, 7.4547, 2.5938)
C (-10.6360, 8.2118, 2.9811)
H (-8.9364, 9.7228, 0.1411)
C (-12.0771, 1.5256, 3.9508)
H (-4.2145, 4.5156, -4.2359)
C (-9.8960, 6.3879, 0.0777)
C (-5.2159, 4.5022, -3.8100)
H (-11.6028, -0.5035, 3.3347)
H (-7.0377, 1.8826, -1.2264)
C (-6.0351, 3.3907, -4.0037)
H (-7.4477, 1.2584, -3.7449)
H (-12.3581, 3.6381, 4.3108)
H (-11.4495, 7.4550, 3.0323)
H (-10.4885, 5.7585, 0.7564)
N (-9.6312, 7.9201, 1.9742)
H (-10.0091, 9.3238, 4.7076)
H (-8.9022, 2.1541, -4.3133)
C (-10.5593, 0.9564, 2.1498)
H (-11.1074, 9.1812, 2.7673)
H (-10.0990, -2.9485, -2.1049)
C (-5.6666, 5.6036, -3.0727)
H (-8.8208, 4.4797, -2.3738)
H (-5.0213, 6.4742, -2.9261)
H (-9.1915, 3.7681, 0.6585)
C (-7.8006, 4.4875, -2.7712)
H (-7.3587, 8.9368, 7.1760)
H (-6.5269, 6.2520, 4.8351)
H (-10.7368, 2.4859, -1.6001)
C (-9.9333, 8.2903, 4.3229)
N (-8.8310, 1.8264, -2.2478)
C (-10.6569, -2.0575, -1.8211)
H (-10.7529, 4.3446, 2.5126)
H (-12.2906, -3.1352, -0.9034)
H (-10.0896, 0.1970, 1.5250)
C (-6.9725, 5.5917, -2.5589)
C (-10.8351, 0.3569, -1.8446)
N (-8.5305, 7.9638, 4.1313)
C (-7.5452, 8.1244, 5.2178)
H (-8.1911, 5.9566, 2.2230)
H (-7.9660, 6.1139, 5.8818)
H (-5.8296, 8.4726, 3.8824)
C (-12.0164, 0.2634, -1.0977)
C (-10.1779, -0.8133, -2.2291)
H (-9.2836, -0.7472, -2.8601)
H (-12.5348, 1.1956, -0.8400)
H (-10.4427, 7.6182, 5.0450)
C (-11.2907, 8.4709, 0.2691)
C (-11.4337, 0.5603, 3.1572)
C (-12.5147, -0.9811, -0.7129)
H (-11.4674, 8.4302, -0.8122)

Entry 2:
C33H45N5NiS | ωB97M-V/def2-TZVPD

## Properties
molecular weight = 602.52 g mol⁻¹
expectation value of S² = 2.01
energy above the lowest of the compared OMol25 structures with the same formula, charge and spin = 0.0 kJ/mol
orbital gap (alpha / beta) = 1.364 / 3.879 eV
charge = -2
multiplicity = 3

CARTESIAN COORDINATES (ANGSTROEM)
C (0.5599, -3.3828, -2.5746)
C (1.6873, 1.5052, -4.6748)
C (-1.2241, -2.7399, 3.4804)
N (0.5273, -2.9307, -1.2388)
H (0.1385, -2.2585, -4.3881)
H (3.5704, -0.5858, 3.2165)
H (-0.4393, -5.4181, 1.5555)
C (3.8684, -0.2400, -0.5943)
H (2.3101, 3.5816, -1.1328)
C (-0.4886, -1.8054, 2.7461)
C (2.2244, 2.5078, -1.3617)
C (-1.2828, -4.0638, 3.0213)
H (-2.3854, -0.4078, -3.2600)
H (0.6902, -4.4156, -2.8319)
H (-0.1595, 3.6004, -6.3638)
H (-3.4895, -1.0253, -0.3199)
C (-2.7075, 2.6429, 2.8486)
C (0.5083, -3.7907, -0.1801)
C (2.4459, 0.0830, 1.5208)
H (-2.1197, -0.2477, 4.3066)
C (2.7622, -0.6245, -3.9499)
H (-4.8035, -0.2786, 3.0939)
H (-3.4200, 3.1207, 3.5372)
H (-3.8129, -2.4788, 0.6889)
C (-0.6739, 0.9227, -3.2962)
H (2.5955, 1.7153, -5.2371)
H (-1.6800, -2.4433, 4.4257)
N (0.3447, -1.1871, -2.5012)
H (0.3173, 3.7347, 0.1674)
H (1.2977, 2.3730, -1.9468)
H (0.5292, -4.8447, -0.4519)
C (0.4590, 0.1012, -3.1441)
C (2.8155, 0.4683, 0.1764)
H (-3.8358, -1.7166, 3.5871)
H (0.6393, 4.5197, -5.0749)
C (1.6205, 0.3397, -3.9108)
N (-2.8926, 1.1957, 2.9376)
C (-2.7368, 0.6610, 4.2972)
H (4.1167, 0.2908, -1.5216)
C (2.1674, 1.7070, -0.1159)
H (2.4978, -1.5820, -4.4206)
H (-1.6881, 2.9445, 3.1327)
H (-2.7431, 1.3047, -2.9621)
C (0.6822, 3.5874, -5.6570)
H (3.0654, 2.2255, -2.0074)
C (0.6088, 2.3814, -4.7655)
C (1.6147, 1.1429, 2.0518)
H (-0.3239, 3.1479, 1.6980)
H (4.7972, -0.3535, -0.0050)
C (0.4788, -1.5393, -1.1792)
H (2.2604, 1.3229, 4.0755)
H (-1.9866, 0.3422, -1.6885)
C (0.6067, 3.3307, 1.1454)
H (-1.8648, -4.8180, 3.5596)
H (-3.7192, 0.4499, 4.7434)
Ni (0.6075, -0.4256, 0.5365)
C (-2.6198, 0.3959, 1.8501)
C (-2.0120, 0.5080, -2.7765)
C (3.0852, -0.9937, 2.3196)
H (0.6511, 0.6079, 3.9091)
N (-3.2498, -0.7955, 1.7734)
C (-4.2767, -1.1710, 2.7389)
C (-0.5330, -4.3902, 1.9031)
S (-1.5517, 0.8985, 0.6132)
C (0.2780, -2.3254, -3.3243)
H (1.1712, 4.1092, 1.6816)
H (1.6136, 3.5737, -6.2368)
H (3.5461, -1.2613, -0.8548)
H (-2.2385, 1.4158, 4.9212)
H (-2.9084, 2.9741, 1.8251)
C (1.4078, 2.0948, 1.0162)
H (-0.2847, -0.8175, 3.1750)
H (-2.1338, -1.9444, 0.3951)
C (-0.5437, 2.1071, -4.0328)
H (0.8612, 2.3355, 3.6642)
H (3.8334, -1.5251, 1.7219)
H (-4.9842, -1.8414, 2.2405)
H (3.5743, -0.1926, -4.5497)
H (3.1809, -0.8296, -2.9556)
C (-3.1644, -1.6040, 0.5580)
C (0.0557, -3.3685, 1.0811)
C (1.3283, 1.3586, 3.4888)
H (-1.3850, 2.7975, -4.0883)
N (0.0158, -2.0336, 1.4997)
H (2.3451, -1.7300, 2.6495)

Entry 3:
C33H45NO2P2STc | ωB97M-V/def2-TZVPD

## Properties
molecular weight = 679.74 g mol⁻¹
expectation value of S² = 3.81
energy above the lowest of the compared OMol25 structures with the same formula, charge and spin = 10.0 kJ/mol
orbital gap (alpha / beta) = 6.602 / 5.764 eV
charge = +2
multiplicity = 4

CARTESIAN COORDINATES (ANGSTROEM)
H (2.5215, -2.0463, -2.5897)
H (-2.6079, 2.4020, 0.5535)
H (0.5816, -2.8954, -1.2371)
C (-3.5409, 1.8516, 0.6483)
H (0.1041, 6.7359, -3.4878)
C (-2.5665, -2.8777, -1.8814)
H (4.1994, -3.6869, -1.6728)
C (3.6107, -0.7245, 1.7767)
C (-5.1304, 0.2110, -0.4341)
H (-5.8654, 0.9556, -0.7422)
C (-2.5890, -1.3655, -2.0831)
C (-0.3834, 5.8645, -1.2470)
H (4.3584, 2.5693, -0.9125)
C (2.4448, -0.8123, 1.0479)
C (1.6084, -3.2235, -1.0444)
C (3.6777, 0.5556, -1.2657)
H (0.2526, -1.0634, 3.6535)
H (1.7054, -3.4216, 0.0260)
H (4.2605, -2.7751, -0.1679)
H (4.5575, -0.5827, 1.2669)
H (-4.9744, -3.2913, 3.7147)
P (-2.3597, -0.3614, -0.5487)
H (-5.3827, -0.0869, 0.5840)
H (4.6143, 0.1064, -0.9266)
C (3.5153, 1.9371, -0.6291)
H (-3.5430, -1.0804, -2.5302)
H (5.6884, -1.2607, 3.4486)
H (3.8972, -0.3107, -3.2718)
H (2.6034, 2.4250, -0.9819)
C (4.8905, -0.7121, 3.9492)
P (2.3233, -0.5630, -0.7468)
H (-0.0352, 6.6577, 0.7028)
H (-3.5501, 1.3502, 1.6195)
H (-4.3907, -4.8564, 3.1654)
H (-1.4831, -1.3763, -3.9788)
H (-3.4152, -3.2248, -1.2928)
H (3.4769, 1.8943, 0.4606)
H (-3.6231, 1.3659, -1.4452)
C (-2.0979, -3.5158, 2.7640)
C (-3.4619, -2.1781, 1.3207)
C (-0.9687, -2.8689, 2.3130)
C (-3.7382, 0.8458, -0.4869)
O (-1.1015, 8.1067, -1.0925)
C (-1.4375, -0.9056, -2.9952)
H (5.2131, 0.3296, 4.0295)
C (-0.4913, 4.7207, -2.0278)
H (-0.7432, 4.7910, -3.0794)
O (-0.3560, 7.4796, -3.0797)
H (-1.6548, -3.2078, -1.3758)
N (0.0492, -1.1078, 0.9514)
Tc (-0.0043, 0.0662, -0.7073)
H (1.7535, -4.1671, -1.5712)
C (4.0707, -2.6931, -1.2404)
S (0.1306, 1.8300, 0.7335)
H (-2.6098, -3.3733, -2.8530)
H (-0.4494, -1.2110, -2.5774)
C (-3.3717, -3.1649, 2.3093)
C (1.1949, -1.0210, 3.1233)
H (2.3451, -0.9085, 4.9098)
C (1.2131, -1.0159, 1.7198)
C (-0.3263, 3.4702, -1.4559)
H (-1.4404, 0.1792, -3.1583)
H (-0.4352, 2.5780, -2.0664)
H (-1.9920, -4.3291, 3.4725)
H (-4.4352, -1.9589, 0.9001)
H (4.4469, 1.3528, -3.1173)
C (2.6489, -2.2042, -1.5155)
C (-0.0963, 5.7542, 0.1104)
H (4.8276, -2.0454, -1.6830)
C (0.0899, 4.5116, 0.6885)
H (-5.4007, -3.8593, 2.1045)
C (-0.6450, 7.2498, -1.7843)
H (0.3158, 4.4228, 1.7445)
H (2.7206, 1.0090, -3.1703)
C (2.3761, -0.9180, 3.8267)
C (-1.0730, -1.8086, 1.3927)
C (3.6820, 0.6458, -2.7946)
H (-4.3588, 2.5740, 0.6402)
H (-5.2453, -0.6507, -1.0955)
C (-4.6014, -3.8375, 2.8441)
H (4.7770, -1.1031, 4.9583)
C (-0.0377, 3.3633, -0.0981)
C (3.6075, -0.8009, 3.1769)
C (-2.3474, -1.5063, 0.8526)
H (0.0069, -3.2024, 2.6397)

Entry 4:
C33H46Br2F3N2O3 | ωB97M-V/def2-TZVPD

## Properties
molecular weight = 735.54 g mol⁻¹
SMILES string = CCCCCCCCc1c(C)[nH+]c(N=C(C)C)c(CC[C@@](F)(Br)C(F)(F)Br)c1C(=O)OCOc1cc(C)ccc1C(C)C
orbital gap = 5.236 eV
charge = +1

CARTESIAN COORDINATES (ANGSTROEM)
H (0.5582, 2.6587, 3.9441)
H (-4.2105, 0.5204, 2.5003)
C (-5.0972, 0.1901, 1.7823)
H (5.9514, -0.6897, -1.1014)
C (0.9702, -3.1719, 1.7185)
C (2.0692, -6.5110, 1.4415)
C (5.5180, 1.5974, -1.4509)
F (5.0036, 3.4214, -6.0491)
C (2.3852, -3.7835, 1.0951)
C (3.6504, 2.0690, 3.6238)
H (2.8092, 2.0401, 4.4578)
C (1.3253, -1.9742, 2.8294)
H (4.1493, -0.2496, -1.4359)
C (-4.8584, 0.2568, -3.2690)
H (7.1942, 1.4678, 0.1350)
C (-7.5548, -0.7782, -0.1850)
H (-4.1589, -0.6435, -2.9998)
C (-6.3551, -0.7950, 4.1017)
H (0.4656, -4.0609, 2.3192)
C (-7.5975, -1.0419, 1.4662)
H (-0.0273, 0.3908, 4.9327)
H (-0.7894, -1.5251, 3.6894)
H (5.3971, -0.2809, -2.9119)
H (1.5622, -2.4597, 3.8932)
H (3.0473, -5.5137, -0.3723)
C (3.5055, 2.4234, -0.5325)
C (0.8317, 2.1723, 0.2831)
H (-6.9627, 1.2196, -2.7156)
C (3.0106, 2.1440, 2.0847)
H (-5.2248, -0.6516, 4.4404)
C (1.9254, 2.3658, -0.9674)
H (-2.4138, 0.7839, 1.2552)
C (-6.2549, 0.0024, -0.8913)
O (-3.8985, 1.2204, -0.3581)
C (2.2357, 1.8390, -3.6668)
C (5.2612, 0.0087, -1.7656)
H (-0.7904, 1.8650, 2.8795)
C (0.3543, 1.8025, 3.1493)
H (3.0053, -7.2375, 1.3711)
H (-5.0515, 0.2315, -4.4401)
H (-8.3130, -0.9807, -2.9406)
C (-0.7984, 2.1137, 0.0752)
H (0.2844, 1.9332, -2.4894)
N (4.5943, 2.6140, -1.5699)
H (-8.4943, -1.1526, -0.7736)
H (2.7881, -3.0527, 0.2493)
C (7.0477, 2.0053, -0.9201)
H (3.2306, -3.8690, 1.9011)
F (1.7260, 3.0996, -5.7988)
Br (3.4880, 1.4104, -7.3775)
H (-6.6692, -1.8843, 4.4400)
N (3.9867, 2.3144, 0.9275)
H (1.0996, -7.1403, 1.1922)
C (4.0991, 2.2784, -5.6613)
H (-2.7086, -0.6308, 0.0311)
F (4.9521, 1.3572, -4.8464)
H (1.9897, -6.1225, 2.5642)
H (-7.0108, -0.0063, 4.6665)
H (4.3856, 1.1434, 3.7111)
H (1.1386, -5.2036, -0.2102)
C (-6.3718, -0.5776, 2.4715)
C (0.0396, -0.9420, 3.0620)
C (-2.6481, 0.5447, 0.1162)
H (1.5351, 1.0817, -4.2675)
C (0.5832, 0.3717, 3.9244)
C (1.3234, 2.5183, -2.4846)
H (2.2132, -1.2967, 2.4685)
H (-0.4361, -0.5969, 2.0404)
H (4.2955, 3.0509, 3.7416)
O (-1.5472, 3.1411, 0.5420)
C (-6.3111, 0.2421, -2.5106)
H (7.8907, 1.6106, -1.6328)
H (7.1318, 3.1641, -0.7257)
H (1.0424, 3.6503, -2.6723)
H (3.0476, 1.1672, -3.1465)
H (-6.6292, -1.9881, -2.8560)
H (0.2323, -2.7912, 0.8856)
H (5.0147, 2.3835, 1.1920)
C (2.1693, -5.2570, 0.3727)
H (-8.5218, -1.5812, 1.9677)
C (-7.1788, -0.9954, -3.2276)
C (1.3608, 2.0338, 1.8638)
O (-1.4526, 0.9893, -0.6540)
C (-5.0719, 0.4839, 0.1358)
C (2.8211, 2.8919, -4.7807)
H (1.7040, 0.1519, 4.1969)
H (-7.0629, -0.9674, -4.3939)
H (-4.3716, 1.3202, -3.0321)
Br (3.4421, 4.6459, -4.0483)

Entry 5:
C33H46BrN3P2SeW | ωB97M-V/def2-TZVPD

## Properties
molecular weight = 889.40 g mol⁻¹
expectation value of S² = 2.15
energy above the lowest of the compared OMol25 structures with the same formula, charge and spin = 0.0 kJ/mol
orbital gap (alpha / beta) = 4.621 / 4.554 eV
charge = +4
multiplicity = 3

CARTESIAN COORDINATES (ANGSTROEM)
N (2.7008, 5.0369, -2.9721)
H (1.9522, 0.2298, 6.9606)
W (-1.2229, 0.0048, 0.0312)
H (-2.4273, -1.1828, -5.0953)
C (2.0862, -0.9615, 4.2553)
N (-1.3872, -0.0874, 4.2428)
H (-1.8671, 0.4220, -3.1587)
C (1.2191, 3.1628, -3.0065)
H (-0.2877, -1.7780, -3.6504)
C (-0.6738, -2.5107, -2.9262)
H (-1.6204, -4.4778, -2.9696)
C (-1.2988, -3.6926, -3.6629)
H (-3.5569, -0.4046, 1.2525)
C (-1.3733, 2.2668, 0.9018)
H (0.4645, 1.0497, 8.8427)
C (0.3437, 0.3652, 5.5462)
C (-3.4234, 2.5945, -0.1881)
H (-3.9077, -3.5441, -2.9089)
C (-0.9982, 0.6297, 5.3692)
H (3.2071, 0.4774, -4.0064)
C (-3.0085, 0.4680, 0.9310)
H (2.2910, 0.2603, 1.4022)
Br (-5.1164, 0.5641, -1.1774)
H (-4.7839, -3.9239, -1.4240)
C (-1.8200, 1.1666, 6.3358)
H (-2.3415, -0.1518, 3.9026)
C (-0.1162, 1.8769, 0.2954)
C (4.2047, 0.0919, 0.4087)
H (-3.7073, -0.0145, -4.7705)
H (-3.8843, -1.6737, -4.2052)
H (1.9866, 4.1959, -4.7320)
H (4.0951, -0.3479, -2.7167)
C (-1.2558, 1.3215, 7.6009)
H (-0.5563, -4.1235, -4.3458)
H (-3.3945, 0.0028, -2.4172)
H (3.4812, 1.3072, -2.4730)
Se (-0.3559, -1.4632, 1.8019)
H (2.2258, -1.8091, 4.9382)
H (2.2139, -1.3203, 3.2272)
N (0.7545, -0.3888, 4.4188)
H (-4.7916, -2.2630, -2.0347)
H (-4.2020, 3.1601, -0.7291)
C (1.9194, -0.2477, -2.4545)
C (3.5474, -2.6931, -1.2252)
H (-2.1650, -3.3970, -4.2680)
C (-0.3113, -0.6381, 3.6170)
H (-1.4089, 0.8153, 2.4508)
H (1.7464, -1.1956, -2.9833)
H (-1.8679, 1.7031, 8.4147)
H (3.4015, 5.7318, -1.1289)
C (-2.5614, -0.4206, -3.0161)
H (4.4531, -0.9116, 0.7587)
H (2.4247, -2.4763, 0.6018)
H (0.1782, -2.8332, -2.3106)
H (-2.8411, 1.4151, 6.0661)
P (1.5387, -0.6208, -0.6618)
H (-2.1398, 4.2748, 0.4323)
C (-3.4242, 1.1774, -0.2583)
H (3.4601, -2.6034, -2.3114)
H (1.4582, -3.0146, -0.7613)
H (2.8420, -0.2020, 4.4749)
C (0.5207, 2.2539, -0.7865)
C (-2.3181, 3.1972, 0.3856)
H (4.6539, 0.2189, -0.5782)
H (1.1035, 0.4265, -2.7481)
C (0.0849, 0.9744, 7.8294)
C (-4.1688, -3.1578, -1.9160)
H (-3.2083, -2.5018, -0.0820)
H (0.5863, 2.4771, -3.5596)
C (1.2622, 3.1196, -1.5840)
H (4.7100, 0.7971, 1.0823)
H (4.3943, -2.0713, -0.9242)
C (3.2558, 0.3299, -2.9157)
C (2.2649, -2.3278, -0.4755)
H (2.1428, 4.0390, 0.2010)
C (-1.9598, 1.1800, 1.5984)
H (2.5257, 1.4122, 0.1100)
H (3.8361, -3.7332, -1.0182)
C (2.0803, 4.0503, -0.8888)
C (-3.1593, -0.8665, -4.3448)
C (0.9174, 0.5146, 6.8000)
H (-2.3353, -3.7680, -0.9082)
C (1.9760, 4.1412, -3.6434)
C (-2.9280, -2.8560, -1.0844)
C (2.7745, 4.9974, -1.6410)
P (-1.8175, -1.6158, -1.8295)
C (2.7077, 0.3699, 0.3901)

- Which value of molecular weight does entry 5 give?
  889.40 g mol⁻¹